1.
133
Properties=species:S:1:pos:R:3:forces:R:3:mulliken_charge:R:1 method="wB97M-V/def2-TZVPD" charge=-1 homo_ev=-4.936 spin_multiplicity=1 orbital_gap_ev=6.376
C -0.30781 0.57402 -1.55896 -1.1 -0.3 -0.3 -0.3535
C 0.62525 1.07058 -2.76671 -1.0 -0.1 0.1 0.1322
P 1.31855 2.86085 -2.52761 -0.7 -0.3 -1.4 -0.2653
C -0.11842 3.78609 -1.75781 -1.6 1.0 0.5 -0.2944
C 2.82656 2.59513 -1.40939 1.4 -2.5 1.4 0.6045
S 4.15833 2.47132 -2.77630 -1.2 2.9 -7.6 1.4159
O 4.39345 3.82007 -3.43484 0.6 -3.9 3.4 -0.6404
O 3.60982 1.58811 -3.89265 1.8 1.1 4.2 -0.5654
F 5.57695 1.76353 -2.23011 -1.9 1.0 -0.3 -0.3322
C 2.93287 1.06432 -0.84343 0.2 0.3 0.4 -0.9157
O 3.37772 0.01909 -1.35817 -2.1 3.8 2.7 -0.5141
O 2.40188 1.21156 0.45995 1.4 -1.0 -1.7 0.0855
C 2.56102 2.56463 1.05337 -1.2 -0.5 0.8 0.4015
C 1.03661 2.74979 1.57658 -0.4 -0.6 0.3 0.5677
O 0.83585 3.84268 2.48660 -1.4 -0.4 -1.5 -0.3595
C -0.42338 4.52459 2.20116 -0.8 0.5 0.3 -0.3874
C 3.40432 2.17670 2.35878 0.7 -1.5 0.4 0.3512
C 4.80710 1.41364 2.07432 0.1 0.2 1.4 -1.1667
F 3.55731 3.21984 3.33951 0.0 -1.3 -1.7 -0.4130
C 3.13898 3.48796 -0.11583 1.0 1.4 -1.3 1.9688
C 4.72819 3.89148 -0.08794 0.2 0.8 0.3 -2.0104
C 5.06083 4.98733 1.08349 0.8 0.2 -0.7 -0.1434
C 6.53139 4.69359 1.66675 0.2 0.1 0.6 -0.9737
C 6.60302 4.36556 3.22947 1.5 -0.3 0.1 -0.3403
N 6.28913 5.55844 4.11403 -0.1 -1.4 -0.8 -0.7193
C 2.57444 5.00576 -0.30726 -1.6 5.0 -3.7 -0.1099
O 2.05805 5.71540 0.60700 1.3 -3.0 -0.7 -0.6332
O 2.71948 5.59460 -1.57053 -0.1 -4.2 4.8 -0.7426
H 0.02323 0.91454 -0.51822 -0.2 -0.6 -1.5 -0.2521
H -0.48205 -0.57207 -1.57393 0.5 1.8 0.1 0.3924
H -1.36371 1.02508 -1.70749 1.8 -0.7 0.3 0.1968
H -0.06928 1.17650 -3.68941 1.2 -0.1 1.4 0.5553
H 1.43875 0.33530 -3.08342 -1.0 1.2 0.7 -0.6422
H -0.34676 4.67805 -2.46249 0.8 -1.4 1.1 0.5185
H 0.02771 4.24139 -0.72764 0.1 -0.6 -1.3 -0.0338
H -1.11960 3.20410 -1.71539 1.9 0.5 0.0 0.0987
H 0.26139 2.69538 0.71725 1.5 0.5 1.1 -0.1944
H 0.81118 1.78572 2.18765 0.6 1.3 -1.0 -0.6291
H -1.22590 3.82780 1.76493 1.2 0.7 0.6 0.0783
H -0.30337 5.39219 1.46665 0.2 -1.2 1.0 0.2061
H -0.84662 4.91777 3.19942 0.8 -0.5 -1.5 0.2937
H 2.78110 1.36315 2.90215 0.7 1.5 -1.0 0.3855
H 5.05785 0.87153 3.06838 -0.4 0.9 -1.6 0.4017
H 4.73153 0.59666 1.28468 -0.1 1.3 0.9 0.2022
H 5.67913 2.11820 1.87623 -1.4 -1.0 0.1 0.0832
H 5.02468 4.46830 -1.04812 -1.1 -1.3 1.3 0.6318
H 5.41573 2.98257 -0.05154 -1.0 1.1 0.3 0.4928
H 4.23323 5.07822 1.85972 1.2 -0.4 -0.9 0.2672
H 5.12912 6.03448 0.59261 -0.4 -1.8 0.7 0.4201
H 7.02500 3.81459 1.11388 -0.8 1.2 0.7 0.3747
H 7.22773 5.59946 1.47502 -1.2 -1.4 0.4 0.4058
H 6.03084 3.41843 3.54937 0.5 1.5 -0.8 0.1860
H 7.71655 4.12705 3.45895 -1.7 0.3 -0.4 0.3296
H 6.29469 5.17179 5.07476 -0.5 0.7 -0.8 0.2579
H 5.35227 5.89089 3.84402 0.4 -0.3 0.6 0.3035
C -5.27960 5.64449 1.93673 0.4 0.3 -0.1 -1.4968
C -5.30353 4.57225 0.86931 -0.3 0.8 0.7 0.6909
C -5.83044 3.25360 1.35236 -0.7 -0.2 0.1 -0.4227
O -5.16265 2.32627 0.50308 0.7 0.2 -0.4 -0.3436
C -3.99801 2.91597 0.11891 0.6 -0.4 -0.3 0.4805
O -3.10353 2.34555 -0.43947 -0.6 0.4 0.3 -0.5138
O -3.98018 4.23633 0.45683 0.1 -0.8 -0.3 -0.2754
H -4.92213 6.58807 1.51545 -0.1 -0.1 0.0 0.3911
H -6.27376 5.80650 2.35908 0.0 -0.1 -0.1 0.3636
H -4.58854 5.38171 2.74255 -0.1 -0.2 -0.1 0.3239
H -5.85451 4.92596 -0.00937 0.0 -0.1 0.0 0.2166
H -6.91090 3.17100 1.23742 0.2 -0.2 0.0 0.3644
H -5.56486 3.02986 2.38936 0.1 0.2 -0.1 0.1537
C -7.41782 -0.63866 6.00824 0.1 0.3 0.4 -1.3971
C -8.14087 0.10307 4.90508 0.3 -0.9 0.8 0.4380
C -7.67331 -0.26150 3.52644 0.1 -0.8 -0.4 -0.1706
O -7.93295 0.92651 2.78950 -0.1 0.8 0.3 -0.3005
C -7.88422 1.95609 3.67838 0.0 0.6 -0.1 0.6874
O -7.86156 3.11292 3.36792 -0.3 -0.7 0.4 -0.5615
O -7.85622 1.49870 4.96100 -0.1 0.4 -0.8 -0.3592
H -7.82732 -0.35804 6.98248 0.0 -0.1 -0.1 0.3572
H -7.51398 -1.72018 5.88915 0.0 0.1 -0.1 0.3801
H -6.35663 -0.37545 6.02871 -0.1 -0.1 -0.2 0.2922
H -9.22400 -0.02835 5.00808 0.0 0.1 -0.1 0.2689
H -8.22889 -1.10350 3.10914 0.0 0.2 -0.1 0.3114
H -6.60184 -0.47781 3.46858 0.0 0.0 0.2 0.0972
C -0.37039 -2.81404 3.02935 -0.2 -0.3 0.1 -1.3308
C -1.41238 -1.85104 2.50295 1.0 -0.7 0.0 0.6349
C -0.93976 -0.42854 2.43795 0.5 0.3 -0.5 -0.0870
O -2.14970 0.30348 2.59382 -0.7 -0.3 0.5 -0.1274
C -3.00054 -0.49120 3.29898 -0.4 0.2 0.1 0.4913
O -4.03749 -0.11732 3.77351 0.5 -0.2 -0.3 -0.6362
O -2.52037 -1.76158 3.39705 -0.5 0.8 0.0 -0.2994
H -0.75935 -3.83294 3.01734 0.1 0.2 0.0 0.1079
H 0.54047 -2.78203 2.42638 -0.1 0.1 0.0 0.3967
H -0.11713 -2.59049 4.06942 0.0 0.1 -0.1 0.3879
H -1.78641 -2.19284 1.53151 0.0 0.1 0.0 0.2929
H -0.46566 -0.19146 1.48333 -0.2 0.1 0.1 -0.0209
H -0.25945 -0.15577 3.25124 0.0 -0.2 0.0 0.1794
C 1.14365 -8.54166 3.16231 0.4 0.3 -0.1 -1.4272
C 0.14341 -7.98970 4.15500 0.8 -0.7 -0.5 0.4832
C -1.25270 -8.50288 3.95254 -0.3 -0.6 0.1 -0.5092
O -2.04819 -7.43632 4.45562 0.3 0.5 0.0 -0.3185
C -1.31283 -6.29733 4.31083 -0.4 1.0 0.2 0.6404
O -1.74452 -5.18995 4.45181 0.3 -1.1 0.0 -0.5243
O -0.02177 -6.58540 3.98084 -0.7 0.2 0.2 -0.2915
H 2.14419 -8.16143 3.38423 -0.1 -0.1 0.0 0.3517
H 1.17214 -9.63322 3.19206 0.0 0.1 0.1 0.3748
H 0.90672 -8.21900 2.14463 -0.2 -0.1 0.1 0.3546
H 0.49003 -8.16691 5.17913 -0.1 0.0 0.0 0.2545
H -1.44225 -9.42154 4.51087 -0.1 0.2 0.0 0.3092
H -1.51095 -8.66499 2.90118 0.2 0.0 0.0 0.3058
C 3.86970 -1.37779 -3.78594 -0.5 0.1 -0.4 -0.7456
C 3.14510 -2.68150 -4.04079 0.9 0.9 0.6 0.5450
C 4.01354 -3.74575 -4.64317 0.5 -0.3 0.3 -0.5038
O 3.07673 -4.52787 -5.37696 -0.6 0.1 -0.4 -0.3383
C 2.04675 -3.69792 -5.70443 -0.5 0.2 -0.2 0.5296
O 1.17680 -3.97364 -6.48479 0.7 0.1 0.6 -0.6393
O 2.13466 -2.51738 -5.03542 -0.3 -1.0 -0.6 -0.2404
H 3.19975 -0.66115 -3.31650 0.3 -0.2 -0.1 -0.3320
H 4.73363 -1.52414 -3.13376 -0.1 0.0 0.0 0.3821
H 4.20360 -0.92306 -4.72288 0.0 -0.2 0.0 0.3752
H 2.66288 -3.03159 -3.12109 0.0 -0.1 -0.1 0.3119
H 4.51253 -4.35249 -3.88524 -0.1 -0.1 -0.2 0.3142
H 4.76358 -3.35639 -5.33871 -0.1 0.1 0.1 0.3209
C -0.74351 -4.00258 -8.91670 -0.2 0.3 -0.1 -1.2913
C -1.46732 -5.30693 -9.16731 0.7 1.0 0.6 0.5564
C -0.59737 -6.37216 -9.76692 0.5 -0.4 0.3 -0.4586
O -1.53273 -7.15767 -10.49823 -0.5 0.2 -0.3 -0.3333
C -2.56502 -6.33043 -10.82895 -0.7 -0.1 -0.6 0.6048
O -3.43287 -6.60855 -11.60675 0.7 0.1 0.6 -0.5467
O -2.47778 -5.14610 -10.16179 -0.2 -0.9 -0.5 -0.3456
H -1.41722 -3.28160 -8.44638 0.1 -0.1 0.1 0.3282
H 0.12091 -4.14733 -8.26432 -0.3 0.0 -0.1 0.3748
H -0.41050 -3.55049 -9.85571 0.0 -0.2 0.0 0.3549
H -1.94885 -5.65477 -8.24673 0.0 -0.1 -0.1 0.2312
H -0.09767 -6.97588 -9.00723 -0.1 -0.1 -0.2 0.3013
H 0.15229 -5.98381 -10.46359 -0.1 0.1 0.1 0.2990

***

2.
38
Properties=species:S:1:pos:R:3:forces:R:3:mulliken_charge:R:1 method="wB97M-V/def2-TZVPD" charge=+1 homo_ev="-10.948 / -11.432" spin_multiplicity=4 s_squared=3.9209 orbital_gap_ev="6.821 / 7.666"
Cr -0.34532 0.84861 0.12813 1.6 -1.2 -0.1 -0.6440
H 1.47479 -2.09706 3.73926 0.1 0.2 0.1 0.0060
H 1.83546 -1.48735 3.98569 -0.1 -0.2 -0.1 -0.0002
P 1.46286 0.05481 -1.13505 1.2 1.0 -1.7 1.3233
P -2.07093 -0.60163 0.06459 -1.8 1.3 1.0 1.4401
C -3.18590 0.78397 0.50940 -1.2 -0.1 0.2 -1.3440
H -4.06898 0.37775 1.02395 0.0 0.3 -0.1 0.4332
H -2.70367 1.50177 1.18394 -0.1 -0.3 -0.1 0.2723
H -3.51996 1.34599 -0.37509 0.1 -0.3 0.1 0.4034
C -2.92388 -1.44833 -1.28626 0.1 -0.3 -0.5 -1.1978
H -2.31000 -2.28775 -1.63375 -0.1 0.1 0.0 0.3725
H -3.90455 -1.85396 -0.98017 0.5 0.3 0.2 0.4031
H -3.08972 -0.77082 -2.13313 0.1 -0.1 0.2 0.3849
C -2.20149 -1.69584 1.49833 0.1 -0.3 0.0 -1.2938
H -1.61117 -1.30474 2.32719 -0.1 0.0 -0.1 0.2345
H -3.24597 -1.80342 1.81225 0.2 0.0 -0.1 0.4266
H -1.78819 -2.67248 1.23115 -0.1 0.0 0.1 0.3918
C 1.45509 -0.58403 -2.86949 -0.4 -0.1 0.1 -1.2505
H 2.47555 -0.65801 -3.28642 -0.4 0.1 0.4 0.4008
H 0.99858 -1.58771 -2.88246 0.2 0.3 -0.1 0.3596
H 0.85765 0.07937 -3.51470 0.2 -0.2 0.3 0.3628
C 2.32273 1.66134 -1.31463 0.5 0.0 -0.2 -1.3656
H 2.59469 2.02495 -0.31398 0.0 -0.1 -0.2 0.3639
H 3.23045 1.53659 -1.92002 -0.1 0.2 0.2 0.4226
H 1.66803 2.40690 -1.78631 0.2 -0.3 0.0 0.3342
C 2.72785 -0.96782 -0.34400 -0.2 -0.2 0.4 -1.3024
H 2.38229 -2.00148 -0.28900 0.1 0.0 0.0 0.3806
H 3.67670 -0.92860 -0.89027 -0.2 0.1 0.0 0.4114
H 2.87841 -0.60613 0.67429 0.1 0.0 0.0 0.3628
C -0.59071 2.88712 -0.24499 0.0 4.9 1.7 0.3004
O -0.60869 4.01873 0.02863 0.0 -4.5 -1.5 -0.1931
H -0.22192 -0.76645 -0.02243 0.6 -0.2 0.4 -0.1359
C -0.70834 0.94730 3.45246 0.0 0.0 0.0 -1.3147
C -0.00672 1.26650 2.12499 0.9 1.0 1.3 0.8039
O 1.06676 1.91297 2.09253 -2.3 -1.6 -0.8 -0.4745
H -0.38752 -0.01759 3.86397 0.2 0.0 -0.3 0.2458
H -1.78041 0.86185 3.29117 -0.1 -0.1 -0.1 0.2931
H -0.57977 1.65419 4.27304 0.4 0.3 -0.3 0.3830

***

Question: The lowest charge belongs to which entry?
Answer: C40H63F2NO25PS

***

Question: Look up the charge of the second one.
Answer: +1